This record from the OMol25 dataset describes a structure of composition C49H49BF6IN8O3PSr in a non-equilibrium geometry. The level of theory is wB97M-V/def2-TZVPD.

Element x y z (Å)
Sr (0.770, 0.104, 0.137)
C (2.171, -2.871, -3.521)
C (1.128, -1.811, -3.605)
C (1.131, -0.704, -4.467)
C (0.009, 0.006, -4.117)
N (-0.610, -0.665, -3.127)
N (0.070, -1.772, -2.809)
B (-1.979, -0.281, -2.582)
N (-1.943, 1.171, -2.116)
C (-2.837, 2.142, -2.370)
C (-2.349, 3.313, -1.845)
C (-1.116, 2.965, -1.268)
C (-0.171, 3.909, -0.624)
N (-0.899, 1.670, -1.434)
N (-2.412, -1.218, -1.449)
C (-3.508, -1.995, -1.487)
C (-3.559, -2.720, -0.320)
C (-2.427, -2.311, 0.398)
C (-1.989, -2.801, 1.731)
N (-1.751, -1.400, -0.296)
N (-2.971, -0.438, -3.757)
C (-2.795, -1.154, -4.886)
C (-3.950, -1.081, -5.630)
C (-4.813, -0.287, -4.858)
C (-6.206, 0.157, -5.160)
N (-4.206, 0.077, -3.739)
H (1.933, -3.691, -4.201)
H (2.241, -3.269, -2.510)
H (3.141, -2.462, -3.806)
H (1.877, -0.447, -5.193)
H (-0.357, 0.951, -4.465)
H (-3.747, 1.917, -2.886)
H (-2.799, 4.286, -1.860)
H (0.220, 4.605, -1.367)
H (0.657, 3.386, -0.152)
H (-0.691, 4.500, 0.129)
H (-4.188, -1.985, -2.316)
H (-4.306, -3.432, -0.023)
H (-2.557, -3.686, 2.010)
H (-2.134, -2.031, 2.489)
H (-0.926, -3.035, 1.705)
H (-1.881, -1.671, -5.099)
H (-4.145, -1.531, -6.585)
H (-6.580, -0.335, -6.055)
H (-6.236, 1.237, -5.317)
H (-6.863, -0.073, -4.322)
O (-3.087, 1.212, 0.705)
C (-2.860, 2.310, 1.020)
C (-2.761, 3.557, 1.495)
C (-3.716, 4.569, 1.146)
C (-3.578, 5.831, 1.649)
C (-2.529, 6.157, 2.518)
C (-1.568, 5.200, 2.831)
C (-1.624, 3.929, 2.303)
P (-0.427, 2.561, 2.555)
C (-1.173, 2.158, 4.194)
C (-2.108, 1.129, 4.200)
C (-2.863, 0.882, 5.331)
C (-2.687, 1.656, 6.465)
C (-1.740, 2.665, 6.474)
C (-0.988, 2.918, 5.341)
C (1.122, 3.391, 3.044)
C (1.566, 4.571, 2.456)
C (2.802, 5.098, 2.787)
C (3.617, 4.446, 3.696)
C (3.195, 3.254, 4.262)
C (1.961, 2.722, 3.935)
H (-4.526, 4.317, 0.477)
H (-4.295, 6.592, 1.369)
H (-2.453, 7.155, 2.921)
H (-0.745, 5.464, 3.480)
H (-2.217, 0.519, 3.309)
H (-3.594, 0.087, 5.339)
H (-3.289, 1.465, 7.341)
H (-1.600, 3.261, 7.364)
H (-0.242, 3.696, 5.358)
H (0.953, 5.080, 1.728)
H (3.142, 6.011, 2.319)
H (4.580, 4.864, 3.959)
H (3.835, 2.733, 4.959)
H (1.634, 1.787, 4.370)
I (0.808, -0.847, 3.011)
C (5.214, -7.936, 0.600)
C (4.232, -6.821, 0.418)
C (3.167, -6.942, -0.464)
C (2.247, -5.921, -0.642)
C (1.126, -6.138, -1.616)
C (2.402, -4.715, 0.077)
C (1.484, -3.602, -0.166)
O (1.647, -2.452, 0.197)
C (3.474, -4.588, 0.992)
C (3.670, -3.377, 1.837)
C (4.362, -5.644, 1.138)
H (5.040, -8.736, -0.116)
H (5.127, -8.344, 1.606)
H (6.231, -7.568, 0.478)
H (3.054, -7.858, -1.029)
H (1.159, -7.157, -1.998)
H (1.208, -5.459, -2.463)
H (0.158, -5.978, -1.145)
H (0.590, -3.853, -0.756)
H (3.756, -2.476, 1.232)
H (4.565, -3.477, 2.444)
H (2.813, -3.224, 2.494)
H (5.181, -5.549, 1.838)
C (1.919, 0.469, -1.724)
C (2.545, 1.505, -0.840)
O (1.913, 1.794, 0.280)
C (2.728, 2.733, -1.760)
F (2.926, 3.889, -1.108)
F (1.679, 2.942, -2.576)
F (3.791, 2.607, -2.595)
C (3.971, 1.027, -0.481)
F (4.735, 1.996, 0.049)
F (3.911, 0.046, 0.444)
F (4.696, 0.493, -1.495)
H (0.881, 0.709, -1.810)
H (2.035, -0.515, -1.320)
H (2.372, 0.481, -2.705)

Values from the calculation:
HOMO (alpha / beta)   -3.8 / -5.1 eV
Net charge   -1
HOMO-LUMO gap (alpha / beta)   5.678 / 6.968 eV
⟨S²⟩   0.787
Multiplicity   2
Relative energy (zero: lowest compared OMol25 entry of this formula, charge and spin)   262.5 kJ/mol

=====

This record from the OMol25 dataset describes a structure of composition C49H49FN3O10ReS. The level of theory is wB97M-V/def2-TZVPD.

Element x y z (Å)
Re (0.471, -0.267, -0.066)
C (-6.272, 0.173, 0.863)
C (-5.186, 0.236, -0.197)
C (-5.758, 0.444, -1.590)
O (-4.263, 1.274, 0.127)
C (-2.952, 0.747, 0.243)
C (-3.071, -0.646, -0.384)
O (-4.436, -0.965, -0.158)
C (-2.218, -1.818, 0.147)
O (-0.889, -1.618, -0.243)
C (-2.247, -2.080, 1.653)
C (-3.288, -1.716, 2.499)
C (-3.291, -2.113, 3.832)
C (-2.255, -2.883, 4.335)
C (-1.201, -3.237, 3.502)
C (-1.199, -2.836, 2.177)
C (-2.695, -3.073, -0.598)
C (-3.539, -4.017, -0.031)
C (-3.967, -5.111, -0.770)
C (-3.551, -5.274, -2.081)
C (-2.704, -4.335, -2.653)
C (-2.280, -3.242, -1.916)
C (-1.948, 1.744, -0.386)
O (-0.651, 1.293, -0.096)
C (-2.072, 3.063, 0.406)
C (-2.566, 4.254, -0.104)
C (-2.647, 5.389, 0.696)
C (-2.231, 5.353, 2.014)
C (-1.720, 4.169, 2.531)
C (-1.640, 3.043, 1.733)
C (-2.147, 1.913, -1.887)
C (-1.078, 1.743, -2.760)
C (-1.246, 1.881, -4.130)
C (-2.487, 2.199, -4.655)
C (-3.557, 2.392, -3.794)
C (-3.388, 2.255, -2.425)
H (-6.944, 1.023, 0.761)
H (-5.829, 0.202, 1.858)
H (-6.843, -0.746, 0.746)
H (-6.236, 1.420, -1.665)
H (-6.499, -0.329, -1.786)
H (-4.972, 0.375, -2.341)
H (-2.679, 0.670, 1.305)
H (-2.855, -0.583, -1.459)
H (-4.126, -1.163, 2.109)
H (-4.123, -1.834, 4.466)
H (-2.279, -3.222, 5.365)
H (-0.392, -3.852, 3.875)
H (-0.393, -3.133, 1.519)
H (-3.882, -3.902, 0.989)
H (-4.628, -5.838, -0.317)
H (-3.882, -6.130, -2.655)
H (-2.367, -4.456, -3.673)
H (-1.602, -2.523, -2.357)
H (-2.877, 4.322, -1.134)
H (-3.030, 6.309, 0.275)
H (-2.292, 6.240, 2.630)
H (-1.374, 4.131, 3.557)
H (-1.213, 2.130, 2.129)
H (-0.098, 1.521, -2.373)
H (-0.397, 1.740, -4.785)
H (-2.619, 2.305, -5.724)
H (-4.531, 2.653, -4.185)
H (-4.230, 2.415, -1.767)
F (-2.116, 0.125, 6.236)
C (-0.810, 0.241, 5.888)
C (-0.481, 0.177, 4.567)
C (0.859, 0.292, 4.185)
C (1.211, 0.242, 2.778)
O (0.297, -0.080, 1.967)
C (2.547, 0.573, 2.439)
C (3.451, 0.725, 3.454)
N (3.160, 0.630, 4.766)
C (4.221, 0.771, 5.741)
C (4.537, -0.403, 6.622)
C (5.481, -0.008, 5.527)
C (1.843, 0.469, 5.165)
C (1.477, 0.522, 6.513)
C (0.153, 0.396, 6.900)
N (-0.156, 0.445, 8.278)
C (0.491, -0.503, 9.157)
C (-0.369, -1.745, 9.369)
N (-1.692, -1.312, 9.942)
C (-2.391, -0.330, 9.037)
C (-1.452, 0.846, 8.780)
C (3.056, 0.806, 1.029)
O (4.250, 0.956, 0.860)
O (2.162, 0.892, 0.102)
H (-1.245, 0.016, 3.817)
H (4.482, 0.932, 3.198)
H (4.305, 1.768, 6.156)
H (3.955, -1.301, 6.467)
H (4.814, -0.204, 7.646)
H (5.536, -0.649, 4.659)
H (6.409, 0.478, 5.790)
H (2.227, 0.714, 7.265)
H (0.683, -0.024, 10.125)
H (1.452, -0.811, 8.754)
H (0.082, -2.455, 10.061)
H (-0.584, -2.241, 8.421)
H (-1.528, -0.871, 10.853)
H (-2.291, -2.123, 10.111)
H (-3.312, -0.020, 9.529)
H (-2.625, -0.864, 8.120)
H (-1.288, 1.379, 9.725)
H (-1.934, 1.546, 8.101)
C (3.579, -1.091, -2.110)
S (2.002, -1.771, -1.727)
O (1.818, -2.988, -2.436)
O (1.898, -1.862, -0.227)
O (0.992, -0.682, -2.039)
H (4.302, -1.901, -2.059)
H (3.807, -0.298, -1.403)
H (3.514, -0.701, -3.123)

Values from the calculation:
HOMO (alpha / beta)   -9.5 / -10.0 eV
Net charge   +1
HOMO-LUMO gap (alpha / beta)   6.053 / 6.596 eV
⟨S²⟩   3.761
Multiplicity   4
Relative energy (zero: lowest compared OMol25 entry of this formula, charge and spin)   0.0 kJ/mol